# 1
A 2-piece molecular cluster, H2N2O3S overall. Source: OMol25; level of theory: ωB97M-V with the def2-TZVPD basis set.

The geometry in ORCA input format:
```
! wB97M-V def2-TZVPD RIJCOSX def2/J DEFGRID3
* xyz 0 1
N -0.4638 -0.1543 -1.5047
N 0.8736 -0.8054 2.1442
O -0.2047 -1.0537 2.5878
O 1.1545 -0.1375 1.1465
O -0.2903 2.1617 -0.6274
S 0.5512 1.0093 -0.8816
H -0.1430 -1.0629 -1.3934
H -1.4775 0.0426 -1.4714
*
```

Computed properties:
LUMO (spin up / spin down): -0.77 / -2.03 eV
gap between HOMO and LUMO (spin up / spin down): 0.3302 / 0.2117 hartree

---

# 2
One molecule with the formula C16H26O5. Source: OMol25; level of theory: ωB97M-V with the def2-TZVPD basis set.

The geometry in ORCA input format:
```
! wB97M-V def2-TZVPD RIJCOSX def2/J DEFGRID3
* xyz 0 1
C 2.5452 2.3412 -0.7748
O 3.1958 1.1785 -1.2487
C 2.8987 0.0001 -0.5470
C 1.4087 -0.3579 -0.5342
C 1.1926 -1.8698 -0.3581
O 2.1445 -2.4466 0.5041
C -0.2451 -2.2111 0.1161
C -0.4691 -1.8270 1.5756
C -1.2908 -1.5763 -0.8102
O -0.9560 -1.9359 -2.1371
C -2.7284 -2.0437 -0.4862
O -3.3609 -1.3708 0.5739
C -3.9178 -0.1078 0.2619
C -2.9145 1.0201 0.2260
C -2.1727 1.3121 1.3651
C -1.2266 2.3203 1.3462
C -1.0211 3.0590 0.1921
C -1.7647 2.7830 -0.9424
C -2.7054 1.7670 -0.9261
O 3.3157 0.0741 0.7960
C 4.7181 0.0897 0.9590
H 2.6266 2.4197 0.3130
H 3.0548 3.1817 -1.2423
H 1.4882 2.3503 -1.0590
H 3.4728 -0.7736 -1.0811
H 0.9688 -0.0425 -1.4792
H 0.9435 0.1946 0.2838
H 1.3458 -2.3595 -1.3259
H 2.3158 -1.8201 1.2193
H -0.3420 -3.2979 0.0251
H -0.3077 -0.7630 1.7312
H 0.2170 -2.3849 2.2079
H -1.4862 -2.0627 1.8736
H -1.2537 -0.4837 -0.7000
H -1.5907 -1.5374 -2.7429
H -2.7138 -3.0990 -0.1995
H -3.3367 -1.9480 -1.4013
H -4.4602 -0.1610 -0.6940
H -4.6416 0.0784 1.0628
H -2.3420 0.7337 2.2609
H -0.6510 2.5360 2.2345
H -0.2873 3.8514 0.1795
H -1.6111 3.3584 -1.8436
H -3.2813 1.5534 -1.8162
H 4.9023 0.2163 2.0240
H 5.1537 -0.8546 0.6152
H 5.1696 0.9159 0.4029
*
```

Computed properties:
SMILES string: COC(C[C@@H](O)[C@@H](C)[C@@H](O)COCc1ccccc1)OC
LUMO: 0.67 eV
gap between HOMO and LUMO: 0.3665 hartree

---

# 3
A 11-piece molecular cluster, C22H66O22 overall. Source: OMol25; level of theory: ωB97M-V with the def2-TZVPD basis set.

The geometry in ORCA input format:
```
! wB97M-V def2-TZVPD RIJCOSX def2/J DEFGRID3
* xyz -1 2
C 1.7461 -4.8618 -2.1624
C 2.2566 -3.4241 -2.5939
O 2.6300 -2.6188 -1.4767
O 2.7991 -5.5812 -1.6006
H 1.1405 -5.4313 -2.8674
H 1.0757 -4.7259 -1.3137
H 1.4676 -2.8503 -3.0801
H 3.0729 -3.3819 -3.3150
H 3.3690 -3.1136 -1.1152
H 2.4647 -5.8737 -0.7495
C 0.4783 -0.7520 0.1946
C -0.7850 -0.0783 0.6675
O -1.9458 -0.8498 0.4119
O 0.5531 -0.7736 -1.2397
H 0.5830 -1.7322 0.6598
H 1.3882 -0.2550 0.5310
H -0.8452 0.8698 0.1331
H -0.6994 0.1999 1.7179
H -2.5559 -0.8054 1.1518
H 1.3500 -1.2588 -1.4656
C 2.4937 1.9719 -1.1998
C 3.2117 3.3391 -1.0595
O 3.5741 3.9635 -2.2973
O 1.1237 1.9600 -1.5958
H 2.3063 1.6883 -0.1642
H 3.0013 1.2201 -1.8042
H 4.1297 3.1384 -0.5071
H 2.6976 4.0997 -0.4719
H 3.3122 3.2807 -2.9193
H 0.9447 1.0239 -1.7108
C -1.5314 -0.0116 5.0240
C -2.4808 -1.1268 4.5077
O -3.9046 -0.7535 4.7086
O -1.5438 -0.0164 6.4618
H -1.8402 0.9015 4.5152
H -0.5312 -0.2531 4.6643
H -2.3385 -2.0936 4.9906
H -2.2546 -1.3956 3.4758
H -4.4353 -1.5128 4.4568
H -2.4766 -0.1873 6.6111
C -0.1340 4.9900 -2.2456
C -1.1355 6.1902 -2.4388
O -0.8107 7.2525 -3.3761
O -0.7170 3.8665 -1.5850
H 0.7048 5.4226 -1.7002
H 0.3361 4.6178 -3.1559
H -1.3592 6.5391 -1.4307
H -2.0930 5.8109 -2.7959
H -1.2798 8.0297 -3.0641
H -0.1244 3.1193 -1.6949
C 0.4185 2.6882 3.2096
C 1.6142 3.6843 2.9671
O 1.0321 4.9559 2.9929
O 0.9168 1.3343 3.3057
H -0.1887 2.8649 2.3218
H -0.0690 2.9168 4.1573
H 2.2249 3.4699 2.0901
H 2.2931 3.6350 3.8184
H 1.6915 5.6413 2.8623
H 1.6847 1.3160 3.8816
C 5.1277 0.2198 1.4043
C 6.2787 0.1334 0.3754
O 5.8385 0.7199 -0.8166
O 3.9767 -0.5612 0.9763
H 4.8283 1.2624 1.5107
H 5.4522 -0.2398 2.3379
H 6.5245 -0.9180 0.2263
H 7.0510 0.8066 0.7475
H 4.9381 0.3928 -0.8791
H 4.1223 -1.4427 1.3275
C 5.8797 -0.3606 -4.4655
C 5.1157 -1.1271 -3.3612
O 3.8081 -0.7163 -3.1946
O 5.7687 1.0132 -4.4202
H 5.6648 -0.6530 -5.4934
H 6.9444 -0.5935 -4.4778
H 5.5689 -1.0047 -2.3774
H 5.0557 -2.2021 -3.5311
H 3.2750 -1.2277 -2.5815
H 4.8817 1.3074 -4.2003
C -4.7697 0.9818 2.1536
C -6.1103 1.2524 2.9430
O -7.2633 1.1512 2.1037
O -4.6898 -0.2649 1.6151
H -3.8107 1.1590 2.6404
H -4.7764 1.6631 1.3028
H -6.1303 2.2596 3.3592
H -6.2025 0.5226 3.7474
H -7.0853 0.4821 1.4387
H -5.4993 -0.4808 1.1463
C -1.8225 -2.8324 -2.7439
C -3.2607 -2.2193 -2.8296
O -3.4885 -1.1375 -1.9530
O -1.4635 -3.2272 -1.4070
H -1.0247 -2.1094 -2.9138
H -1.7205 -3.6319 -3.4777
H -4.0051 -2.9804 -2.5956
H -3.5419 -1.9471 -3.8469
H -3.1226 -1.3736 -1.0974
H -1.1806 -2.4554 -0.9112
C -5.7431 -3.9772 -0.1216
C -4.5767 -3.6362 0.8001
O -4.6871 -4.3122 2.0151
O -6.9909 -3.6430 0.4555
H -5.6163 -4.9967 -0.4859
H -5.6984 -3.4354 -1.0663
H -4.5697 -2.5604 0.9753
H -3.6283 -3.9603 0.3715
H -4.5844 -5.2202 1.7207
H -7.0432 -4.1623 1.2612
*
```

Computed properties:
LUMO (spin up / spin down): 1.92 / 1.90 eV
gap between HOMO and LUMO (spin up / spin down): 0.0747 / 0.3440 hartree
expectation value of S²: 0.751

---

Ordered relative energy (zero: lowest compared OMol25 entry of this formula, charge and spin) results: 2.603 1.471 2.141; unit eV.